{
  "formula": "C5H12NO2",
  "method": "ωB97M-V/def2-TZVPD",
  "homo_energy_ev": -2.88,
  "relative_energy_kj_mol": 521.28,
  "orbital_gap_ev": 6.67,
  "energy_ev": -10961.587,
  "total_charge": -1,
  "spin_multiplicity": 1,
  "elements": ["C", "O", "C", "C", "C", "C", "N", "H", "H", "H", "H", "H", "H", "H", "H", "H", "H", "H", "H", "O"],
  "positions_angstrom": [[0.71, 0.40, 1.54], [-0.44, 0.15, 2.20], [0.10, 1.49, 0.39], [0.72, 1.63, -1.05], [1.03, 0.29, -1.73], [-1.26, -0.45, -1.67], [0.00, -0.77, -1.97], [1.37, 1.07, 2.00], [1.22, -0.38, 0.99], [-0.08, 2.57, 0.82], [-1.01, 1.05, 0.42], [1.56, 2.43, -1.18], [-0.07, 1.95, -1.68], [1.84, -0.09, -1.02], [1.75, 0.22, -2.67], [-2.08, -1.10, -1.38], [-1.65, 0.55, -1.70], [-0.36, -2.41, 0.88], [-0.68, -1.63, 2.19], [-0.77, -2.53, 1.71]]
}

{
  "formula": "C5H12NO2",
  "method": "ωB97M-V/def2-TZVPD",
  "homo_energy_ev": -13.21,
  "relative_energy_kj_mol": 154.13,
  "orbital_gap_ev": 10.02,
  "energy_ev": -10957.022,
  "total_charge": 1,
  "spin_multiplicity": 1,
  "elements": ["O", "C", "C", "C", "C", "C", "N", "H", "H", "H", "H", "H", "H", "H", "H", "H", "H", "H", "H", "O"],
  "positions_angstrom": [[-1.34, -1.44, -0.89], [-0.44, -2.22, -1.01], [0.94, -1.67, -1.41], [1.35, -0.88, -0.14], [0.87, 0.54, -0.16], [0.24, 1.09, 0.86], [-0.21, 2.51, 0.73], [-0.46, -3.28, -0.69], [1.64, -2.50, -1.51], [0.90, -1.14, -2.36], [1.11, -1.37, 0.80], [2.44, -0.81, -0.27], [1.12, 1.19, -1.00], [-0.08, 0.71, 1.80], [-1.24, 2.38, 0.82], [0.13, 3.00, -0.09], [0.12, 3.09, 1.49], [-2.90, 0.54, 1.52], [-2.07, -0.30, 0.56], [-2.12, 0.58, 0.96]]
}

{
  "formula": "C5H12NO3P",
  "method": "ωB97M-V/def2-TZVPD",
  "homo_energy_ev": -8.75,
  "relative_energy_kj_mol": 188.53,
  "orbital_gap_ev": 9.62,
  "energy_ev": -22299.785,
  "smiles": "CN(C)P(O)OCCC=O",
  "spin_multiplicity": 1,
  "elements": ["C", "N", "C", "P", "O", "O", "C", "C", "C", "O", "H", "H", "H", "H", "H", "H", "H", "H", "H", "H", "H", "H"],
  "positions_angstrom": [[-1.59, -0.66, 2.36], [-0.71, 0.23, 1.79], [0.77, -0.12, 2.05], [-1.05, 0.36, 0.11], [-1.86, 1.79, 0.05], [0.29, 1.07, -0.47], [1.27, 0.41, -1.14], [0.88, 0.39, -2.59], [0.42, -1.12, -2.80], [1.14, -2.07, -2.95], [-1.64, -1.71, 1.98], [-1.47, -0.62, 3.48], [-2.67, -0.37, 2.02], [1.06, -0.03, 3.04], [0.87, -1.20, 1.85], [1.28, 0.47, 1.27], [-1.58, 2.44, 0.64], [1.40, -0.63, -0.90], [2.17, 0.92, -0.81], [0.04, 1.10, -2.90], [1.64, 0.53, -3.35], [-0.67, -1.18, -2.71]]
}

{
  "formula": "C5H12NO3PS",
  "method": "ωB97M-V/def2-TZVPD",
  "homo_energy_ev": [-8.34, -7.74],
  "relative_energy_kj_mol": 452.07,
  "orbital_gap_ev": [7.70, 7.11],
  "energy_ev": -33130.733,
  "spin_multiplicity": 1,
  "elements": ["C", "C", "C", "C", "C", "N", "O", "O", "O", "P", "S", "H", "H", "H", "H", "H", "H", "H", "H", "H", "H", "H", "H"],
  "positions_angstrom": [[-2.68, 0.47, 0.28], [-2.32, 0.41, -1.28], [-1.34, 0.03, 1.02], [-1.12, -0.42, -1.49], [3.34, -0.94, 1.27], [1.21, 0.49, -1.70], [-1.73, -2.46, 0.12], [0.58, -1.75, 0.17], [2.68, -0.11, 0.34], [2.13, -0.59, -1.12], [-0.82, -1.33, -0.03], [-2.88, 1.44, 0.71], [-3.57, -0.27, 0.58], [-3.23, 0.14, -1.88], [-2.18, 1.38, -1.64], [-0.54, 0.81, 0.83], [-1.14, -0.45, 2.04], [-1.07, -0.87, -2.44], [4.07, -1.72, 0.63], [2.56, -1.37, 1.94], [4.03, -0.31, 1.88], [0.76, 1.23, -1.18], [3.34, -0.24, -1.92]]
}

{
  "formula": "C5H12NO5PS",
  "method": "ωB97M-V/def2-TZVPD",
  "homo_energy_ev": [-5.67, -10.06],
  "orbital_gap_ev": [6.00, 6.02],
  "energy_ev": -37223.462,
  "spin_multiplicity": 3,
  "elements": ["C", "C", "C", "C", "C", "N", "O", "O", "O", "O", "O", "P", "S", "H", "H", "H", "H", "H", "H", "H", "H", "H", "H", "H", "H"],
  "positions_angstrom": [[-3.73, -0.25, -1.24], [-2.26, 0.08, -0.89], [-1.90, -0.51, 0.40], [-0.41, -0.53, 0.78], [0.12, 0.96, 1.19], [3.85, -1.38, -0.45], [4.55, -0.40, -0.73], [4.00, -2.49, -0.88], [3.84, 1.29, 1.18], [1.50, 0.79, 1.58], [2.85, -1.19, 0.39], [2.55, 0.84, 0.42], [2.05, 1.56, -1.32], [-3.69, -1.25, -1.51], [-4.39, 0.01, -0.33], [-4.06, 0.39, -2.12], [-2.18, 1.17, -0.87], [-1.73, -0.24, -1.90], [-2.46, 0.04, 1.10], [-2.20, -1.63, 0.38], [0.06, -0.79, -0.15], [-0.47, -1.09, 1.67], [-0.37, 1.21, 2.11], [-0.09, 1.65, 0.44], [4.56, 1.76, 0.77]]
}

{
  "formula": "C5H12NOS",
  "method": "ωB97M-V/def2-TZVPD",
  "homo_energy_ev": -2.46,
  "relative_energy_kj_mol": 234.96,
  "orbital_gap_ev": 5.33,
  "energy_ev": -19751.795,
  "smiles": "C[C@H](CCS)NC[O-]",
  "total_charge": -1,
  "spin_multiplicity": 1,
  "elements": ["C", "C", "C", "C", "S", "N", "C", "O", "H", "H", "H", "H", "H", "H", "H", "H", "H", "H", "H", "H"],
  "positions_angstrom": [[-0.37, 2.28, 0.70], [-0.40, 1.00, -0.16], [-0.81, -0.15, 0.76], [-0.87, -1.47, 0.04], [-1.38, -2.95, 0.95], [0.90, 0.71, -0.73], [1.61, 1.73, -1.62], [2.84, 1.97, -1.21], [0.55, 2.25, 1.29], [-0.30, 3.19, 0.11], [-1.17, 2.29, 1.45], [-1.06, 1.15, -1.03], [-0.08, -0.15, 1.57], [-1.79, 0.12, 1.16], [0.17, -1.66, -0.26], [-1.27, -1.40, -0.97], [-1.32, -2.40, 2.17], [1.60, 0.36, -0.08], [1.54, 1.28, -2.65], [0.90, 2.61, -1.65]]
}

{
  "formula": "C5H12NOS",
  "method": "ωB97M-V/def2-TZVPD",
  "homo_energy_ev": [-8.60, -8.60],
  "relative_energy_kj_mol": 41.19,
  "orbital_gap_ev": [9.33, 6.42],
  "energy_ev": -19750.168,
  "spin_multiplicity": 2,
  "elements": ["C", "C", "C", "O", "H", "H", "H", "H", "H", "H", "C", "C", "S", "N", "H", "H", "H", "H", "H", "H"],
  "positions_angstrom": [[1.72, 0.69, 2.06], [1.12, 1.98, 1.55], [0.70, 2.07, 0.29], [0.08, 3.19, -0.19], [1.21, 0.31, 2.95], [1.61, -0.06, 1.27], [2.78, 0.78, 2.29], [1.10, 2.87, 2.17], [0.94, 1.29, -0.43], [-0.46, 2.93, -0.93], [-1.67, -1.34, -0.85], [-0.57, -2.35, -0.52], [1.08, -1.62, -0.67], [-1.60, -0.69, -2.16], [-1.56, -0.53, -0.12], [-2.67, -1.77, -0.70], [-0.55, -3.15, -1.27], [-0.77, -2.82, 0.45], [-1.87, -1.31, -2.91], [-0.62, -0.48, -2.30]]
}

{
  "formula": "C5H12NP",
  "method": "ωB97M-V/def2-TZVPD",
  "homo_energy_ev": -9.04,
  "relative_energy_kj_mol": 297.01,
  "orbital_gap_ev": 10.16,
  "energy_ev": -16154.953,
  "smiles": "CP1CC1.C=NC",
  "spin_multiplicity": 1,
  "elements": ["C", "P", "C", "C", "H", "H", "H", "H", "H", "H", "H", "C", "N", "C", "H", "H", "H", "H", "H"],
  "positions_angstrom": [[-0.05, 2.69, 1.67], [-0.17, 1.55, 0.23], [1.46, 0.70, 0.20], [1.31, 1.82, -0.85], [1.01, 2.75, 2.19], [-0.55, 3.58, 1.46], [-0.62, 2.36, 2.45], [2.21, 1.12, 1.04], [1.50, -0.26, -0.08], [1.94, 2.73, -0.94], [1.19, 1.48, -1.82], [-0.14, -3.44, -0.78], [-0.85, -2.69, -1.47], [-1.91, -1.92, -0.72], [-0.16, -3.50, 0.43], [0.63, -4.13, -1.19], [-1.60, -0.96, -0.36], [-2.45, -2.35, 0.07], [-2.75, -1.53, -1.49]]
}

{
  "formula": "C5H12NP",
  "method": "ωB97M-V/def2-TZVPD",
  "homo_energy_ev": -9.35,
  "relative_energy_kj_mol": 234.96,
  "orbital_gap_ev": 10.41,
  "energy_ev": -16155.596,
  "smiles": "C1=NC1.CCCP",
  "spin_multiplicity": 1,
  "elements": ["C", "N", "C", "H", "H", "H", "C", "C", "C", "P", "H", "H", "H", "H", "H", "H", "H", "H", "H"],
  "positions_angstrom": [[1.55, -2.37, -0.68], [1.17, -1.95, -1.79], [0.55, -3.22, -1.30], [2.19, -2.21, 0.15], [0.85, -4.14, -1.79], [-0.47, -3.17, -0.97], [-1.11, 1.66, -0.95], [-0.44, 2.23, 0.29], [0.37, 1.17, 1.03], [-0.67, -0.28, 1.53], [-1.65, 2.43, -1.49], [-0.37, 1.21, -1.61], [-1.82, 0.88, -0.66], [0.23, 3.05, 0.00], [-1.20, 2.64, 0.96], [1.17, 0.79, 0.38], [0.84, 1.61, 1.92], [0.22, -0.74, 2.50], [-1.42, 0.42, 2.48]]
}

{
  "formula": "C5H12NP",
  "method": "ωB97M-V/def2-TZVPD",
  "homo_energy_ev": -7.74,
  "relative_energy_kj_mol": 332.55,
  "orbital_gap_ev": 7.52,
  "energy_ev": -16154.584,
  "spin_multiplicity": 1,
  "elements": ["C", "C", "C", "C", "C", "N", "P", "H", "H", "H", "H", "H", "H", "H", "H", "H", "H", "H", "H"],
  "positions_angstrom": [[1.74, 0.40, 0.71], [0.60, 0.07, -1.61], [0.03, -1.52, 0.31], [-0.84, 1.11, 0.87], [0.61, -0.18, -0.14], [-1.77, 0.97, -0.03], [-3.00, -0.03, 0.16], [2.64, -0.37, 0.90], [1.33, 0.48, 1.81], [2.09, 1.42, 0.36], [-0.25, 0.65, -1.84], [1.47, 0.66, -1.87], [0.62, -0.87, -2.28], [0.14, -2.11, -0.56], [-1.10, -1.31, 0.38], [0.48, -1.90, 1.26], [-0.33, 2.07, 0.86], [-0.97, 0.50, 1.85], [-3.48, -0.05, -1.14]]
}

{
  "formula": "C5H12NS",
  "method": "ωB97M-V/def2-TZVPD",
  "homo_energy_ev": -13.55,
  "relative_energy_kj_mol": 267.24,
  "orbital_gap_ev": 8.85,
  "energy_ev": -17695.917,
  "total_charge": 1,
  "spin_multiplicity": 1,
  "elements": ["C", "C", "C", "C", "C", "N", "S", "H", "H", "H", "H", "H", "H", "H", "H", "H", "H", "H", "H"],
  "positions_angstrom": [[1.14, 0.85, -1.87], [0.12, 0.18, -1.44], [-1.49, 0.92, 1.08], [0.82, 0.51, 1.74], [-0.20, -2.45, -1.21], [-0.08, 1.06, 0.76], [-1.10, -0.88, -1.51], [1.45, 0.79, -2.90], [1.73, 1.52, -1.26], [-2.09, 1.40, 0.32], [-1.74, -0.14, 1.12], [-1.73, 1.36, 2.06], [0.57, -0.53, 1.93], [1.85, 0.57, 1.37], [0.77, 1.06, 2.69], [0.44, -2.35, -0.34], [0.38, -2.71, -2.09], [-0.96, -3.21, -1.03], [0.13, 2.04, 0.56]]
}

{
  "formula": "C5H12NS2",
  "method": "ωB97M-V/def2-TZVPD",
  "homo_energy_ev": -11.66,
  "relative_energy_kj_mol": 188.34,
  "orbital_gap_ev": 6.71,
  "energy_ev": -28532.222,
  "total_charge": 1,
  "spin_multiplicity": 1,
  "elements": ["C", "S", "S", "C", "H", "H", "H", "H", "H", "H", "C", "C", "C", "N", "H", "H", "H", "H", "H", "H"],
  "positions_angstrom": [[-0.99, 1.78, -2.11], [0.33, 0.56, -2.32], [-0.67, -1.08, -1.52], [0.61, -2.34, -1.69], [-1.95, 1.28, -1.99], [-0.79, 2.46, -1.29], [-1.03, 2.36, -3.03], [1.41, -1.96, -2.33], [1.01, -2.67, -0.74], [0.19, -3.20, -2.21], [-0.01, 0.36, 2.62], [-1.30, 0.42, 2.88], [1.65, 0.20, 0.92], [0.44, 0.13, 1.29], [0.76, 0.53, 3.36], [-2.04, 0.26, 2.10], [-1.66, 0.63, 3.88], [1.95, -0.13, -0.07], [2.40, 0.48, 1.65], [-0.29, -0.07, 0.59]]
}